{
  "formula": "C90H195N9O12",
  "method": "ωB97M-V/def2-TZVPD",
  "elements": ["O", "O", "O", "O", "O", "O", "O", "O", "O", "O", "O", "O", "N", "N", "N", "N", "N", "N", "N", "N", "N", "C", "C", "C", "C", "C", "C", "C", "C", "C", "C", "C", "C", "C", "C", "C", "C", "C", "C", "C", "C", "C", "C", "C", "C", "C", "C", "C", "C", "C", "C", "C", "C", "C", "C", "C", "C", "C", "C", "C", "C", "C", "C", "C", "C", "C", "C", "C", "C", "C", "C", "C", "C", "C", "C", "C", "C", "C", "C", "C", "C", "C", "C", "C", "C", "C", "C", "C", "C", "C", "C", "C", "C", "C", "C", "C", "C", "C", "C", "C", "C", "C", "C", "C", "C", "C", "C", "C", "C", "C", "C", "H", "H", "H", "H", "H", "H", "H", "H", "H", "H", "H", "H", "H", "H", "H", "H", "H", "H", "H", "H", "H", "H", "H", "H", "H", "H", "H", "H", "H", "H", "H", "H", "H", "H", "H", "H", "H", "H", "H", "H", "H", "H", "H", "H", "H", "H", "H", "H", "H", "H", "H", "H", "H", "H", "H", "H", "H", "H", "H", "H", "H", "H", "H", "H", "H", "H", "H", "H", "H", "H", "H", "H", "H", "H", "H", "H", "H", "H", "H", "H", "H", "H", "H", "H", "H", "H", "H", "H", "H", "H", "H", "H", "H", "H", "H", "H", "H", "H", "H", "H", "H", "H", "H", "H", "H", "H", "H", "H", "H", "H", "H", "H", "H", "H", "H", "H", "H", "H", "H", "H", "H", "H", "H", "H", "H", "H", "H", "H", "H", "H", "H", "H", "H", "H", "H", "H", "H", "H", "H", "H", "H", "H", "H", "H", "H", "H", "H", "H", "H", "H", "H", "H", "H", "H", "H", "H", "H", "H", "H", "H", "H", "H", "H", "H", "H", "H", "H", "H", "H", "H", "H", "H", "H", "H", "H", "H", "H", "H", "H", "H", "H", "H", "H", "H", "H", "H", "H", "H", "H", "H", "H", "H", "H", "H", "H"],
  "xyz": [[-3.97351, 5.15799, -0.17042], [3.30021, 5.45775, -0.66159], [-0.18265, 1.90579, 4.19741], [-1.95256, -3.66438, 0.41615], [6.65214, 1.68036, 3.70009], [-2.40134, -0.24934, -6.08425], [-6.60945, -1.96550, -1.42788], [4.80642, -0.99845, 5.02070], [0.43986, -2.03741, -0.13453], [2.93070, -1.37289, -1.68157], [5.67248, -0.36617, -1.15767], [-4.47483, -3.63380, -1.99554], [-4.07051, -4.31125, -3.15089], [3.97967, -1.91624, 4.27007], [6.85120, -0.12204, -1.93671], [-1.41550, 2.42897, 3.66391], [-1.59994, -4.53161, 1.42465], [-6.48350, -1.95203, 0.02580], [5.26531, 1.81398, 4.12593], [1.93659, 5.17734, -0.98511], [-1.85070, 1.00869, -6.41037], [-2.81901, -3.95546, -5.25556], [2.99068, 2.56962, 3.59772], [3.26073, -4.64828, 4.13809], [-3.79720, 4.02607, 3.85278], [5.75386, 1.25867, -3.50313], [-2.05781, -6.98777, 2.94358], [6.65543, 2.33262, -1.50164], [2.96347, -2.37989, 5.17460], [2.91028, 3.35829, 4.87042], [-4.15633, -4.74307, 1.95332], [2.19754, -3.55803, 4.53644], [-0.31744, 6.09973, -1.13452], [1.15516, 6.50549, -1.18883], [1.93536, -1.21222, 5.38439], [-0.73207, 3.45689, -5.59732], [-7.48123, -4.15358, 0.12420], [5.93926, 3.95981, 5.29225], [-6.53961, -4.47247, -4.01958], [2.02356, -2.76554, -3.49691], [7.87803, -2.19644, -1.28623], [-3.36275, -3.27540, -3.93085], [1.57398, 7.12208, -2.51518], [5.24619, 2.54780, 5.40032], [0.71616, 0.08406, 1.14326], [3.59131, -2.75359, 6.61645], [-7.52425, -1.07712, 2.58902], [-8.97617, -2.21136, -0.02888], [1.85584, 4.00103, -1.84383], [-0.18468, 0.52936, -4.65918], [-1.23893, 3.91779, 3.63824], [8.05074, -0.63637, -1.20057], [-0.13098, 4.19573, 2.52732], [-5.11239, 5.77202, -0.70627], [9.29249, -0.30746, -2.06365], [6.83896, 1.15450, -2.48851], [-2.68993, -4.53862, 2.42430], [-0.99295, -6.88213, 1.86388], [8.22355, -0.16701, 0.29170], [-2.79440, 1.95564, -5.80916], [1.37793, 7.38150, 0.02936], [4.49539, -2.41677, -3.37815], [-2.63417, -3.06669, 3.00543], [-0.11900, -0.69359, 0.09583], [-5.20101, -5.09441, -3.71563], [4.96071, 3.59323, 2.29791], [3.13047, -2.48660, -2.58089], [-5.45210, -6.23131, -2.72625], [6.04648, -3.57907, 4.57382], [-1.34408, -5.87873, 0.79796], [-6.33853, 5.48614, 0.19296], [5.68165, -2.12421, 2.50023], [-4.21153, -2.10427, -4.29013], [-2.54898, 0.31895, 3.64366], [-0.59848, 4.96271, -2.08928], [-7.65375, -2.66323, 0.56694], [-2.32727, -5.54042, 3.48751], [-3.18646, 1.90078, -4.32343], [-0.81495, 4.58868, 4.92569], [6.10265, 1.73406, 6.46647], [-3.72552, 2.53948, 3.56439], [-0.41853, 0.94305, -6.09453], [-6.21099, -0.58457, 1.98616], [9.45558, 1.14494, -2.36761], [-0.20620, -0.03707, -1.23359], [-2.59062, 1.79100, 4.14458], [4.95840, -2.92219, 3.63262], [-2.56597, 4.59399, 3.20591], [-7.70091, -2.53850, 2.08170], [4.48048, 2.29161, 3.00126], [-0.10664, -5.71159, -0.09431], [-6.15956, -0.57629, 0.47025], [4.37546, 1.28185, 1.80824], [0.33037, 3.70705, -1.83441], [-4.59399, -5.73667, -4.95006], [-5.23911, 5.19050, -2.12301], [2.38379, 4.15459, -3.30219], [8.22764, 1.46419, -3.25617], [-2.56185, 1.72925, 5.68112], [-2.44379, -6.40038, -0.15498], [-2.13868, -2.77621, -3.21768], [-2.17076, 3.32573, -6.16096], [-4.71170, -0.25927, 0.01003], [0.29644, -0.04555, -7.01831], [-7.04010, 0.55526, -0.09778], [4.13196, -4.05354, 3.05279], [-3.92427, -4.78391, -5.92789], [0.11706, 2.39946, -6.18110], [3.83374, 2.77460, 5.93297], [-4.01969, 1.92478, -6.74470], [2.58197, 2.84575, -1.17556], [-4.73594, 4.52866, 3.65170], [-6.48285, 4.40035, 0.29911], [-5.58237, 4.20888, -1.99703], [2.07767, 2.69368, -0.21280], [-3.57501, -1.33351, -4.77843], [6.93124, -2.60358, -0.82347], [2.92074, -2.31348, 7.42384], [2.59535, 1.52318, 3.61055], [2.40331, 7.73603, 0.04489], [-1.67081, 4.73774, 5.64390], [2.05123, 3.28984, -3.85141], [0.62221, -4.90744, 0.31548], [6.44822, -1.44879, 2.90777], [-3.22852, -5.58543, 4.08102], [3.84642, 3.52660, 6.76849], [1.77855, -2.03145, -4.22084], [-7.40540, -1.08296, 3.65851], [-3.88024, 4.26274, -0.51489], [5.28833, 4.62611, 4.73851], [-0.09596, 3.93717, 5.44533], [-0.74005, -7.85188, 1.44670], [-0.53771, 5.77370, -0.13921], [2.60924, 3.06026, 2.71742], [1.25249, -1.79253, -0.56626], [-7.29374, 5.90403, -0.17574], [-2.35159, -1.94653, -2.54532], [-7.82456, -4.24490, -0.92449], [1.18188, 2.41913, -5.81073], [-8.17001, -4.77107, 0.62054], [6.93461, 4.05362, 4.97246], [9.47342, 1.78526, -1.47399], [1.94480, 5.01063, -3.78104], [4.73462, -3.39550, -3.91654], [4.78717, 1.39288, -2.97098], [3.56335, -3.61916, 2.22574], [-3.89583, -3.86793, -1.25078], [-2.72555, -5.74375, -0.89922], [-6.46290, -4.47007, 0.28999], [-5.37480, -6.32497, -5.48536], [-1.32926, -2.42912, -3.85611], [-3.38803, -5.38063, -6.70901], [1.22137, -2.97268, -2.86278], [0.95434, 6.71781, -3.31155], [-1.64572, -0.16812, 3.86514], [-4.29942, 5.25577, -2.67018], [-1.64110, 4.57167, -2.08911], [-3.33445, -2.93402, 3.83070], [-4.53513, -5.70313, 2.06162], [-3.56016, 0.92431, -3.93972], [9.18739, -0.90973, -2.98838], [0.80298, 8.29557, -0.14570], [-0.66836, -0.80226, -1.83802], [-2.93470, -2.35752, 2.23927], [4.98890, -0.26947, 4.41988], [1.56908, -3.18597, 3.69081], [2.73059, -5.51093, 3.79149], [-1.58965, -3.60143, -2.60762], [4.59144, -2.24247, 6.71100], [-5.33447, -1.13420, 2.36708], [-3.99706, 2.59734, -4.08664], [-5.90991, 5.73822, -2.74059], [3.83901, -1.07397, -1.53924], [6.60851, 3.25105, -2.12194], [-6.38348, -6.70139, -3.03813], [0.07555, 0.15668, -8.09039], [-3.28698, 1.04020, 6.03052], [5.92473, 4.35770, 6.27544], [-2.66052, 2.70925, 6.09107], [-2.93491, -7.28977, 2.43468], [-0.74543, -0.36929, -4.46425], [-8.00303, 0.74898, 0.42621], [5.96038, 3.63888, 2.05095], [0.10087, 3.00002, -2.57512], [-2.38735, 2.21543, -3.61373], [-1.62711, 1.29424, 6.03815], [-6.00219, 0.36877, 2.34723], [-4.68343, -3.98512, 2.52824], [-3.37809, -6.74915, 0.27631], [0.00084, -6.51999, 2.32973], [-4.85910, 1.29199, -6.39039], [-1.15843, -3.12597, 0.33504], [-2.40044, 5.67062, 3.38290], [0.87609, 0.38156, -4.50484], [8.13065, 2.48097, -3.71056], [3.63241, 3.05705, -1.07423], [-4.55892, -4.03680, -6.35068], [-2.86380, -0.62307, -6.80097], [1.53508, -4.02434, 5.27410], [3.92605, -5.04869, 4.93067], [6.65536, -4.20179, 3.92725], [-1.93745, -4.59076, -5.11998], [1.91477, 3.44919, 5.25135], [4.15141, 0.29005, 2.20509], [-1.03615, 6.92001, -1.35172], [10.22661, -0.62003, -1.48550], [5.60209, 0.79178, 6.62080], [3.54320, -3.85099, 6.70428], [0.16656, 5.25421, 2.41217], [1.18329, -1.57002, 6.02836], [-2.63066, 4.48413, 2.07797], [4.72445, 4.44424, 2.86531], [0.16269, 0.92206, 1.47269], [-4.27478, -4.74423, 0.87116], [-4.81945, -0.38451, -1.05793], [-6.87099, -3.05486, 2.53467], [6.69370, -2.85277, 5.06041], [5.37000, 1.24136, 1.37766], [0.73490, 3.55130, 2.69401], [1.51626, -0.92926, 4.41022], [-1.14559, -0.82394, 0.49120], [8.89143, 0.67343, 0.39243], [-0.34379, 4.42970, -5.76502], [-1.48159, -5.20832, 4.09107], [1.38152, -0.03955, -6.94824], [2.35545, -3.65428, -4.00711], [6.17688, -2.82312, 1.77744], [3.67074, 1.46407, 1.02848], [5.00640, -1.55513, 1.81809], [-4.24942, 0.66378, 0.31378], [-2.50335, 0.26879, 2.52394], [-5.60644, -5.77412, -1.74504], [5.63533, 0.33486, -4.12151], [5.72786, 2.16087, -0.92610], [-3.85940, 2.42079, 2.48683], [2.44768, -0.37857, 5.78822], [-3.81068, 4.17849, 4.91871], [-0.65233, 1.15329, -3.86096], [0.85643, 0.11067, -1.65506], [-2.64575, -3.09107, -5.85455], [7.12775, 1.56043, 6.16129], [-0.65485, 3.86934, 1.59574], [-3.98048, -0.98513, 0.35874], [4.92151, -4.69023, 2.54719], [0.21631, 1.37810, 3.53333], [-6.15698, 5.85681, 1.23024], [-7.22639, -5.08511, -4.52700], [0.89805, -0.57834, 2.01087], [-3.44777, -0.22462, 4.00249], [8.29847, 0.81465, -4.16915], [-6.66187, -3.56930, -4.62909], [-9.59360, -1.62488, 0.76073], [-3.61417, 1.53937, -7.70890], [6.78036, 2.51535, 3.21080], [5.58628, -4.21662, 5.41032], [3.43439, 1.85649, 6.41659], [-1.82827, -7.62352, 3.77644], [2.49075, 1.94462, -1.78849], [4.32871, 3.57489, 1.43734], [0.45451, -6.64064, -0.27157], [-6.41658, 1.43201, 0.14659], [-4.97816, -2.21573, -5.04684], [3.45159, 4.28048, -3.28521], [-6.95440, -4.10861, -3.05356], [-1.62209, -2.85193, 3.30302], [0.25520, 2.47231, -7.29709], [-4.57220, -6.87072, -2.67053], [-4.90740, 6.80299, -0.80565], [-5.93234, -2.60394, -1.62787], [-0.84059, 3.39126, -4.51783], [6.08385, 2.27174, 7.42402], [7.51717, 2.48676, -0.85437], [1.64232, 0.44045, 0.72990], [0.00917, 3.24922, -0.89000], [5.92491, 2.06568, -4.19095], [3.21300, 4.40749, 4.73741], [4.43367, -1.73868, -4.25046], [10.37063, 1.27615, -2.93358], [-7.21192, 0.28110, -1.12834], [-4.64764, -1.69914, -3.39486], [-1.99127, -7.28817, -0.59093], [-2.08760, 3.29395, -7.23342], [3.24714, -3.40958, -1.96717], [-8.90535, -1.55675, -0.91121], [-3.78253, -6.43299, -4.55896], [2.65541, 7.04135, -2.79704], [-8.61474, -2.91472, 2.48061], [1.08831, 6.98055, 0.94386], [1.29188, 8.18118, -2.45551], [-4.36709, 2.91725, -6.88174], [-0.49459, 5.28731, -3.14990], [-4.63551, 2.06159, 3.92970], [5.73809, 0.36341, -0.53450], [8.65598, -2.74869, -0.72518], [-9.63522, -3.01286, -0.18574], [-0.34883, 5.62916, 4.85940], [8.01059, -2.55097, -2.27345], [8.69583, -0.97569, 0.82260], [-2.89740, 4.10993, -5.89197], [-8.28235, -0.29274, 2.39609], [3.22096, 5.44559, 0.30730], [-0.48425, -5.22729, -1.03465], [5.39668, -2.31102, -2.73291], [-0.03781, -0.97510, -6.75336], [7.34047, 0.13924, 0.90373], [-0.83512, 0.84211, -1.39184]],
  "mulliken_charge": [-0.2460, -0.5968, -0.0266, 1.9693, -0.6829, -0.1432, -0.5526, -0.2900, 0.5390, 0.7831, 1.8663, 2.2490, 0.1272, 0.8250, 0.1538, 0.9889, 0.4410, 1.4206, 1.2091, 1.4192, -0.3603, -1.1290, -0.2332, -0.8833, -1.4555, -1.6667, -0.9169, -0.9585, 2.1463, 0.1608, -0.8276, -1.1058, -0.7429, 1.8808, -1.9902, 0.9527, -1.5782, -2.1076, -1.2593, -1.4281, -1.8583, 2.1384, -1.7473, 1.9640, 0.4748, -1.4880, -1.0983, -1.9131, 1.4350, -0.1702, 1.7296, 1.6688, -0.4171, 0.4516, -1.1957, 1.6506, 2.1358, -1.0328, -1.3625, 2.6075, -2.2198, -1.4692, -2.2557, 0.8992, 1.3227, -1.9203, 1.0825, -1.9245, -1.7251, 1.8706, -0.9831, -1.9512, -0.3778, -1.8611, -0.9268, 1.8798, -1.5271, -0.8004, -1.4768, -1.8475, -0.8860, 2.0549, -0.9556, -0.4209, 0.1786, 2.0769, 1.8500, -0.9552, -1.3986, 2.1121, -1.3809, 2.3859, -0.8123, 0.6837, -1.1137, -1.4538, -2.0885, -1.5655, -2.0392, -1.6762, -1.0682, -2.1196, -1.6038, -2.2919, -2.0060, -0.7758, -0.8268, -1.6088, -1.5869, -1.9151, -0.4425, 0.4339, 0.0265, 0.2797, -0.5661, -0.5480, 0.1958, 0.4251, -0.7121, 0.5350, 0.3683, 0.0758, -0.1167, 0.3682, 0.3990, 0.3962, 0.2604, 0.5389, 0.0926, 0.4668, 0.1848, 0.4629, -0.2220, -0.0595, -0.9469, 0.3902, -0.2260, 0.4796, 0.2660, 0.6895, 0.3264, 0.3035, 0.4985, 0.5058, 0.0440, 0.0591, -1.1079, -0.0727, -0.4173, 0.4029, 0.6466, 0.4333, -0.1036, 0.3593, 0.5536, 0.2824, 0.5159, 0.6537, 0.6032, -0.2552, 0.3639, 0.5164, -0.1839, 0.0248, 0.0904, -0.2154, 0.4556, -0.4429, 0.1781, -0.2615, 0.5880, 0.5590, -0.6030, 0.5293, 0.4685, 0.4114, 0.5979, 0.5352, 0.4059, 0.3595, -0.2460, 0.2471, 0.5664, -0.3462, -0.4408, 0.1921, 0.5069, 0.0638, 0.2581, -0.0654, 0.3005, -0.8137, 0.4660, 0.8996, 0.4144, 0.4107, 0.3704, 0.2333, 0.4421, 0.2524, 0.4763, 0.4738, -0.4107, -0.0680, 0.4807, 0.2709, 0.3401, 0.3753, 0.4388, 0.7135, -0.1281, 0.5577, 0.4275, -0.6750, 0.4324, 0.2140, 0.2917, -0.0343, -0.7748, -0.1130, -0.3522, 0.2926, 0.7233, 0.3181, 0.4246, 0.6530, 0.5545, -0.4868, -0.0918, 0.2627, -0.1383, 0.1890, 0.1256, -0.3003, -0.0800, 0.2947, 0.5527, -0.9943, -0.3711, -0.1133, 0.3787, -0.2141, -0.2628, 0.5394, -0.0729, 0.2767, 0.6228, -0.1100, 0.4865, 0.3553, 0.2174, 0.3218, 0.4003, 0.3920, 0.3034, 0.1894, 0.5184, 0.2061, 0.0139, 0.5026, 0.3146, 0.4550, 0.2607, 0.0553, 0.4400, 0.3625, 0.3441, 0.3386, -0.1308, -1.0331, 0.4274, 0.2326, -1.1739, -0.4300, 0.5226, 0.3866, 0.2334, 0.4173, 0.4473, -0.3236, 0.5518, 0.4840, 0.0909, 0.1475, 0.2926, 0.1885, 0.4653, 0.1809, 0.4279, 0.5006, 0.0098, 0.6513, -0.8411, 0.4810, 0.5742, 0.3872, 0.4350, 0.5266, 0.4821, 0.3803, 0.2698, 0.0543, 0.1958, 0.4408, -0.0727, 0.4115],
  "e_tot_ha": -4941.29588,
  "smiles": "CC1(C)CCCC(C)(C)N1O.CC1(C)CCCC(C)(C)N1O.CC1(C)CCCC(C)(C)N1O.CC1(C)CCCC(C)(C)N1O.CC1(C)CCCC(C)(C)N1O.CC1(C)CCCC(C)(C)N1O.CC1(C)CCCC(C)(C)N1O.CC1(C)CCCC(C)(C)N1O.CC1(C)CCCC(C)(C)N1O.CC(C)O.CC(C)O.CC(C)O",
  "mol_weight_g_mol": 1595.601,
  "e_above_lowest_kcal_mol": 88.1,
  "e_homo_ha": -0.2993
}